No. 1
C34H25BrCl4CoN4O2 | the ωB97M-V functional and the def2-TZVPD basis

Calculated values
spin multiplicity	4
charge	-2
LUMO (alpha / beta)	4.056 / 4.053	eV
expectation value of S²	3.805
gap between HOMO and LUMO (alpha / beta)	4.466 / 5.799	eV
relative energy (zero: lowest compared OMol25 entry of this formula, charge and spin)	0.000	eV

CARTESIAN COORDINATES (ANGSTROEM)
Co  -0.165  0.069  1.193
Cl  -4.592  -4.101  4.127
C  -3.281  -2.983  3.872
C  -2.522  -2.529  4.929
Cl  -2.862  -3.069  6.551
C  -1.467  -1.623  4.698
Cl  -0.493  -1.025  6.010
C  -1.159  -1.156  3.420
O  -0.214  -0.317  3.150
C  -1.960  -1.633  2.320
O  -1.656  -1.185  1.132
C  -2.990  -2.526  2.569
Cl  -3.916  -3.074  1.196
Br  2.122  -6.869  -1.201
C  1.993  -5.065  -0.580
C  0.827  -4.632  0.036
C  0.733  -3.322  0.469
C  1.802  -2.424  0.315
C  2.959  -2.890  -0.328
C  3.055  -4.202  -0.774
N  1.629  -1.128  0.766
C  2.684  -0.379  1.049
C  2.495  0.956  1.456
C  3.558  1.821  1.822
C  3.299  3.109  2.190
C  1.965  3.571  2.199
C  0.974  2.677  1.848
N  1.199  1.411  1.495
H  -0.007  -5.309  0.166
H  -0.177  -2.953  0.928
H  3.775  -2.207  -0.533
H  3.945  -4.540  -1.289
H  3.698  -0.777  1.040
H  4.570  1.433  1.803
H  4.110  3.770  2.473
H  1.710  4.586  2.471
H  -0.066  2.985  1.839
N  3.169  -1.150  -4.963
C  2.255  -1.242  -4.263
C  1.104  -1.364  -3.422
C  0.228  -2.513  -3.485
C  -0.831  -2.523  -2.573
C  -1.062  -1.498  -1.700
N  -0.222  -0.367  -1.705
C  0.833  -0.355  -2.538
H  0.443  -3.339  -4.146
H  -1.486  -3.384  -2.510
H  -1.791  -1.527  -0.905
H  1.484  0.506  -2.459
C  -2.623  1.657  0.176
C  -1.669  1.630  -1.022
C  -2.488  1.151  -2.235
C  -0.415  0.723  -0.712
C  -1.163  3.037  -1.359
C  -1.481  4.167  -0.611
C  -0.984  5.425  -0.947
C  -0.157  5.583  -2.046
C  0.169  4.465  -2.808
C  -0.324  3.218  -2.465
H  -2.976  0.646  0.373
H  -3.484  2.311  -0.010
H  -2.121  1.993  1.089
H  -2.988  0.207  -2.015
H  -1.867  0.998  -3.120
H  -3.251  1.898  -2.474
H  0.463  1.349  -0.866
H  -2.117  4.072  0.259
H  -1.241  6.281  -0.333
H  0.236  6.559  -2.305
H  0.822  4.563  -3.668
H  -0.041  2.354  -3.058



No. 2
C17H29AlNO | the ωB97M-V functional and the def2-TZVPD basis

Calculated values
charge	-1
LUMO	2.918	eV
gap between HOMO and LUMO	7.666	eV

CARTESIAN COORDINATES (ANGSTROEM)
C  4.085  1.900  1.680
C  4.209  0.487  0.903
O  2.928  -0.168  0.708
C  3.142  -1.606  0.811
C  2.093  -2.464  -0.058
C  0.703  -2.763  0.705
C  -0.552  -1.936  0.072
C  -1.879  -2.094  1.007
Al  -3.458  -0.925  0.363
C  -4.589  -0.286  1.996
C  -5.098  1.211  1.681
N  -4.483  2.294  2.152
C  -2.824  0.833  -0.556
C  -2.075  0.581  -1.958
C  -0.554  1.067  -2.016
C  0.280  0.553  -3.253
C  1.769  0.943  -3.354
C  2.472  1.819  -2.292
C  1.673  2.379  -1.087
C  0.156  1.971  -0.993
H  3.004  2.018  2.022
H  4.306  2.788  0.983
H  4.786  1.970  2.593
H  4.726  0.706  -0.103
H  4.936  -0.164  1.518
H  3.142  -1.962  1.913
H  4.189  -1.822  0.372
H  1.885  -2.008  -1.089
H  2.608  -3.483  -0.245
H  0.468  -3.880  0.510
H  0.771  -2.653  1.840
H  -0.224  -0.839  0.082
H  -0.784  -2.320  -0.994
H  -2.120  -3.219  0.996
H  -1.525  -1.789  2.068
H  -4.390  -1.768  -0.645
H  -5.513  -0.934  2.171
H  -3.938  -0.189  2.947
H  -6.012  1.413  1.001
H  -4.972  3.147  1.815
H  -2.204  1.374  0.235
H  -3.758  1.468  -0.774
H  -2.043  -0.568  -2.106
H  -2.683  0.982  -2.843
H  -0.195  -0.096  -4.070
H  2.369  0.566  -4.246
H  3.579  2.075  -2.360
H  2.147  3.032  -0.267
H  -0.406  2.392  -0.101



No. 3
C4H8O2 | the ωB97M-V functional and the def2-TZVPD basis

Calculated values
charge	0
LUMO	0.694	eV
gap between HOMO and LUMO	10.771	eV
relative energy (zero: lowest compared OMol25 entry of this formula, charge and spin)	5.181	eV

CARTESIAN COORDINATES (ANGSTROEM)
C  -0.907  0.450  -1.461
C  -0.142  0.764  -0.230
O  -0.594  0.748  1.210
C  0.622  0.059  1.570
C  0.698  -0.441  0.128
O  -0.007  -1.653  -0.027
H  -1.663  -0.335  -1.381
H  -1.391  1.344  -1.939
H  0.462  -0.316  -1.839
H  0.416  1.699  -0.409
H  0.484  -0.733  2.317
H  1.414  0.746  1.898
H  1.549  -0.563  -0.596
H  -0.702  -1.711  0.643



No. 4
C19H40BrN4O3 | the ωB97M-V functional and the def2-TZVPD basis

Calculated values
charge	+1
LUMO	-2.825	eV
gap between HOMO and LUMO	9.160	eV

CARTESIAN COORDINATES (ANGSTROEM)
C  1.259  2.715  -0.242
C  -0.167  2.038  -0.005
O  -0.721  1.378  -1.165
C  -1.654  2.213  -1.871
C  -3.103  2.299  -1.216
C  -3.716  0.873  -0.791
C  -4.611  0.199  -1.933
C  -4.224  -1.309  -2.289
N  -2.756  -1.531  -2.259
C  -1.780  -0.893  -3.069
N  -0.574  -1.470  -2.579
C  -0.766  -2.415  -1.531
N  0.146  -3.122  -0.836
C  1.591  -2.890  -1.142
C  2.183  -2.028  0.104
C  2.979  -0.728  -0.355
C  3.272  0.113  1.001
C  4.413  -1.167  -0.927
C  -0.390  -4.036  0.195
Br  -1.344  -3.085  1.684
C  0.692  -4.999  0.874
C  1.240  -4.529  2.297
N  -2.192  -2.413  -1.404
H  1.177  3.857  -0.213
H  1.667  2.424  -1.258
H  1.960  2.402  0.606
H  -0.110  1.245  0.822
H  -0.873  2.862  0.346
H  -1.239  3.286  -1.870
H  -1.676  1.918  -2.980
H  -3.067  2.944  -0.287
H  -3.797  2.717  -2.028
H  -2.883  0.219  -0.385
H  -4.399  1.095  0.103
H  -4.494  0.850  -2.867
H  -5.689  0.214  -1.549
H  -4.702  -1.562  -3.297
H  -4.732  -2.013  -1.542
H  -1.895  -0.119  -3.881
H  2.172  -3.850  -1.292
H  1.761  -2.247  -2.057
H  2.785  -2.665  0.828
H  1.282  -1.651  0.710
H  2.399  -0.038  -1.041
H  2.298  0.309  1.575
H  3.861  -0.612  1.669
H  3.860  1.062  0.802
H  5.213  -0.885  -0.168
H  4.589  -0.623  -1.908
H  4.412  -2.298  -1.028
H  -1.155  -4.719  -0.316
H  1.589  -5.238  0.228
H  0.157  -5.997  1.054
H  1.458  -3.423  2.381
H  0.516  -4.833  3.125
H  2.220  -5.068  2.551
H  -2.767  -2.958  -0.743
C  0.757  3.946  3.005
C  1.520  5.253  3.147
O  0.640  6.262  3.644
O  -0.350  4.129  2.126
H  1.395  3.159  2.601
H  0.359  3.624  3.973
H  1.880  5.593  2.175
H  2.370  5.148  3.828
H  0.438  6.045  4.563
H  -0.684  5.022  2.303



No. 5
C2H10N2O | the ωB97M-V functional and the def2-TZVPD basis

Calculated values
structure (SMILES)	CNCO.N
charge	0
LUMO	1.017	eV
gap between HOMO and LUMO	10.144	eV
relative energy (zero: lowest compared OMol25 entry of this formula, charge and spin)	0.447	eV

CARTESIAN COORDINATES (ANGSTROEM)
C  0.085  -0.382  1.099
N  -0.617  -0.432  -0.179
C  -1.595  0.621  -0.302
O  -2.261  0.535  -1.534
H  0.655  0.546  1.156
H  0.799  -1.199  1.156
H  -0.580  -0.435  1.971
H  -1.085  -1.324  -0.259
H  -2.365  0.572  0.476
H  -1.080  1.583  -0.220
H  -1.574  0.497  -2.210
N  3.612  -0.365  0.747
H  3.728  0.574  1.102
H  3.290  -0.271  -0.208
H  4.543  -0.760  0.684



No. 6
C13H8AuBCl5N3O2 | the ωB97M-V functional and the def2-TZVPD basis

Calculated values
charge	0
LUMO (alpha / beta)	-3.585 / -3.584	eV
gap between HOMO and LUMO (alpha / beta)	5.823 / 5.825	eV
relative energy (zero: lowest compared OMol25 entry of this formula, charge and spin)	0.980	eV

CARTESIAN COORDINATES (ANGSTROEM)
Au  0.279  -0.297  -0.015
O  2.510  0.250  -0.104
N  2.693  1.492  -0.071
N  1.718  2.289  -0.134
O  0.477  1.911  -0.257
C  2.015  3.670  -0.063
C  0.988  4.604  -0.034
C  1.305  5.954  0.005
C  2.629  6.363  0.011
C  3.647  5.419  0.016
C  3.348  4.072  -0.017
H  -0.036  4.266  -0.036
H  0.513  6.686  0.040
H  2.871  7.415  0.020
H  4.678  5.733  0.056
H  4.126  3.326  -0.004
Cl  -2.853  0.048  0.494
C  -1.987  0.021  1.975
C  -0.609  -0.023  1.925
C  0.124  -0.015  3.094
Cl  1.838  -0.040  3.024
C  -0.521  0.010  4.333
Cl  0.385  0.015  5.786
C  -1.914  0.019  4.375
Cl  -2.722  0.000  5.883
C  -2.658  0.036  3.196
Cl  -4.369  0.056  3.246
B  -0.003  -4.876  -0.030
C  -0.040  -3.370  -0.238
N  -0.057  -2.219  -0.387
H  0.792  -5.320  -0.804
H  -1.022  -5.446  -0.286
H  0.199  -5.020  1.134



No. 7
C2H2O4P | the ωB97M-V functional and the def2-TZVPD basis

Calculated values
structure (SMILES)	O=[P@@H](O)C1=C([O-])O1
charge	-1
LUMO	4.055	eV
gap between HOMO and LUMO	8.643	eV
relative energy (zero: lowest compared OMol25 entry of this formula, charge and spin)	3.773	eV

CARTESIAN COORDINATES (ANGSTROEM)
O  -1.574  -1.887  -0.042
P  -0.753  -0.700  -0.099
O  -1.623  0.719  0.317
C  0.734  -0.665  0.908
C  1.585  0.181  -0.082
O  2.491  0.502  -0.878
O  0.904  0.899  0.783
H  -0.691  -0.468  -1.539
H  -1.072  1.418  0.632



No. 8
C41H38N4O3PV | the ωB97M-V functional and the def2-TZVPD basis

Calculated values
spin multiplicity	4
charge	+1
LUMO (alpha / beta)	-3.794 / -3.840	eV
expectation value of S²	3.779
gap between HOMO and LUMO (alpha / beta)	6.213 / 6.167	eV
relative energy (zero: lowest compared OMol25 entry of this formula, charge and spin)	1.430	eV

CARTESIAN COORDINATES (ANGSTROEM)
V  -0.692  0.650  -0.642
C  0.420  -3.208  5.284
C  0.980  -4.278  4.302
C  -0.067  -5.029  3.481
C  2.025  -3.767  3.321
C  1.722  -2.688  2.452
C  2.583  -2.448  1.371
C  3.835  -3.204  1.285
C  4.753  -3.050  0.092
C  4.166  -4.118  2.301
C  3.259  -4.373  3.302
H  0.165  -3.610  6.279
H  -0.464  -2.735  4.817
H  1.176  -2.451  5.470
H  1.556  -5.054  4.893
H  -0.588  -4.366  2.790
H  -0.837  -5.551  4.116
H  0.454  -5.852  2.897
H  0.719  -2.217  2.500
H  2.252  -1.803  0.558
H  5.272  -4.034  -0.023
H  5.512  -2.238  0.189
H  4.130  -2.801  -0.804
H  5.047  -4.668  2.175
H  3.444  -5.124  4.084
O  -4.204  -0.669  0.042
C  -3.163  -1.268  -0.171
N  -1.855  -0.750  0.253
C  -1.672  -0.799  1.628
O  -1.962  -1.766  2.346
C  -1.001  0.406  2.158
C  -1.099  0.812  3.463
C  -0.344  1.875  3.973
C  0.722  2.358  3.141
C  0.633  2.027  1.804
N  -0.186  1.067  1.293
C  -3.090  -2.661  -0.594
C  -4.276  -3.456  -0.673
C  -4.172  -4.850  -0.606
C  -2.900  -5.363  -0.252
C  -1.768  -4.552  -0.322
N  -1.883  -3.260  -0.683
H  -1.897  0.366  4.091
H  -0.540  2.299  4.947
H  1.547  3.049  3.570
H  1.282  2.558  1.085
H  -5.235  -2.966  -0.594
H  -5.034  -5.511  -0.702
H  -2.819  -6.361  0.099
H  -0.744  -4.796  -0.102
O  0.374  -1.924  -1.628
N  0.159  -0.518  -1.905
C  0.359  -0.312  -3.213
C  0.081  0.882  -3.910
C  0.324  0.842  -5.286
C  0.133  1.990  -6.100
C  -0.502  3.105  -5.643
C  -0.934  3.082  -4.295
C  -0.519  2.132  -3.389
P  -0.257  2.725  -1.694
C  -1.635  3.864  -1.296
C  -1.447  4.934  -0.394
C  -2.515  5.693  -0.066
C  -3.807  5.412  -0.586
C  -3.978  4.340  -1.434
C  -2.906  3.554  -1.821
C  1.241  3.675  -1.773
C  1.176  4.875  -2.469
C  2.341  5.611  -2.603
C  3.542  5.131  -2.093
C  3.528  3.951  -1.356
C  2.403  3.155  -1.251
H  -0.412  -2.357  -1.157
H  0.603  -1.243  -3.716
H  0.678  -0.081  -5.769
H  0.492  1.794  -7.131
H  -0.654  4.018  -6.201
H  -1.403  3.970  -3.906
H  -0.489  5.101  0.084
H  -2.365  6.497  0.635
H  -4.705  5.987  -0.175
H  -4.929  4.131  -1.878
H  -3.040  2.718  -2.489
H  0.228  5.253  -2.869
H  2.358  6.665  -2.977
H  4.434  5.684  -2.205
H  4.462  3.695  -0.923
H  2.417  2.196  -0.799